[1]
DFT (ωB97M-V with the def2-TZVPD basis set) results for one molecule with the formula C6H16N2.

```
24
Properties=species:S:1:pos:R:3
C -0.74 3.15 -1.68
C -0.49 2.19 -0.47
C -1.52 1.03 -0.46
C -1.45 -0.02 0.68
C -0.03 -0.49 1.08
N 0.18 -1.90 0.91
C 1.28 -2.32 -0.15
N 2.60 -1.87 0.29
H -0.50 4.26 -1.53
H -0.02 2.98 -2.44
H -1.78 2.99 -2.09
H 0.58 1.79 -0.68
H -0.37 2.80 0.55
H -1.37 0.48 -1.41
H -2.62 1.44 -0.35
H -1.96 0.32 1.61
H -2.05 -0.89 0.19
H 0.13 -0.07 2.18
H 0.70 0.12 0.48
H -0.62 -2.56 0.92
H 1.23 -3.42 -0.06
H 1.08 -1.93 -1.27
H 2.77 -0.77 0.34
H 2.94 -2.37 1.18
```

Computed properties:
orbital gap	0.3440	Eh
HOMO level	-8.30	eV
SMILES	CCCCCNCN
relative energy (zero: lowest compared OMol25 entry of this formula, charge and spin)	2.667	eV

=====

[2]
DFT (ωB97M-V with the def2-TZVPD basis set) results for one molecule with the formula C9H18O.

```
28
Properties=species:S:1:pos:R:3
C -0.10 -1.59 -0.56
C -0.45 -0.73 -1.80
C -0.48 -0.61 0.49
C 0.47 0.33 -2.29
C -1.82 -0.93 -2.32
C 1.96 0.05 1.20
C 0.01 0.16 2.68
C 0.35 1.86 0.78
C 0.51 0.41 1.21
O -1.79 -0.60 0.74
H -0.84 -2.49 -0.66
H 0.98 -1.88 -0.70
H 1.41 0.20 -1.71
H 0.15 1.32 -2.15
H 0.67 0.18 -3.36
H -2.54 -0.72 -1.46
H -2.04 -2.02 -2.61
H -2.16 -0.29 -3.23
H 2.33 -0.03 0.22
H 2.12 -0.95 1.69
H 2.64 0.73 1.57
H -0.99 0.58 3.03
H 0.08 -0.93 3.10
H 0.74 0.76 3.23
H 0.89 2.08 -0.19
H 0.90 2.54 1.48
H -0.65 2.28 0.80
H -2.34 0.30 0.79
```

Computed properties:
orbital gap (spin up / spin down)	0.2597 / 0.2506	Eh
HOMO level (spin up / spin down)	-6.46 / -6.19	eV
relative energy (zero: lowest compared OMol25 entry of this formula, charge and spin)	4.557	eV

=====

[3]
DFT (ωB97M-V with the def2-TZVPD basis set) results for a 3-piece molecular cluster, C9H25NO3P overall.

```
39
Properties=species:S:1:pos:R:3
C 3.67 1.09 0.62
C 2.53 1.81 -0.31
O 2.61 3.29 -0.09
C 0.97 1.41 0.12
N 0.02 1.41 -1.05
P -1.65 1.78 -0.58
C -2.47 0.37 0.43
C -1.81 3.38 0.44
H 3.52 1.48 1.73
H 4.74 1.47 0.26
H 3.61 -0.09 0.54
H 2.76 1.63 -1.44
H 2.59 3.37 0.93
H 0.67 2.13 1.00
H 1.05 0.28 0.52
H -2.54 -0.66 -0.13
H -3.59 0.72 0.63
H -2.00 0.20 1.50
H -0.88 3.66 1.09
H -2.71 3.20 1.21
H -2.18 4.29 -0.25
C -0.75 -1.82 -3.78
C -1.67 -1.64 -2.59
O -0.90 -1.37 -1.43
H -0.05 -2.64 -3.60
H -1.32 -2.04 -4.69
H -0.15 -0.92 -3.95
H -2.25 -2.55 -2.41
H -2.36 -0.81 -2.75
H -0.40 -0.55 -1.59
C -0.53 -2.62 2.79
C 0.77 -2.25 2.12
O 0.77 -2.69 0.77
H -0.69 -3.71 2.76
H -0.55 -2.30 3.83
H -1.38 -2.17 2.27
H 1.61 -2.73 2.63
H 0.93 -1.17 2.14
H 0.02 -2.25 0.32
```

Computed properties:
orbital gap	0.2364	Eh
HOMO level	-3.02	eV
total charge	-1

=====

[4]
DFT (ωB97M-V with the def2-TZVPD basis set) results for a 5-piece molecular cluster, C39H60N8O6PS overall.

```
115
Properties=species:S:1:pos:R:3
C 4.65 -3.89 3.04
C 4.46 -3.49 1.59
O 3.13 -3.93 1.15
P 2.90 -4.07 -0.41
O 3.77 -3.22 -1.25
C 1.17 -3.61 -0.64
C 0.58 -2.70 0.44
N -0.46 -1.80 -0.19
C -1.70 -2.16 0.31
N -2.25 -3.21 -0.27
N -3.46 -3.78 0.12
C -4.64 -2.95 -0.19
C -3.42 -4.36 1.42
C -2.38 -5.40 1.61
O -4.23 -4.04 2.24
N -2.33 -1.54 1.34
C -2.07 -0.10 1.43
C -0.61 0.30 1.22
C 0.34 0.06 2.42
C -0.15 -0.89 3.51
C 0.84 -0.98 4.68
C 2.19 -1.57 4.24
C 0.22 -1.83 5.79
C -0.21 -0.34 -0.13
C 1.20 -0.07 -0.67
S 1.68 1.64 -0.63
O 2.30 1.87 0.65
O 2.40 1.95 -1.83
O 3.04 -5.62 -0.65
C 2.36 -6.23 -1.77
C 2.77 -5.62 -3.10
H 4.03 -4.76 3.25
H 5.69 -4.15 3.22
H 4.35 -3.10 3.72
H 5.21 -3.95 0.96
H 4.49 -2.41 1.45
H 0.55 -4.51 -0.68
H 1.04 -3.13 -1.61
H 0.11 -3.31 1.21
H 1.33 -2.11 0.96
H -1.75 -3.64 -1.04
H -4.50 -2.49 -1.16
H -5.51 -3.61 -0.20
H -4.81 -2.18 0.56
H -2.70 -6.32 1.12
H -1.41 -5.12 1.18
H -2.26 -5.60 2.67
H -2.26 -2.05 2.22
H -2.48 0.28 2.36
H -2.66 0.37 0.64
H -0.65 1.38 1.04
H 1.33 -0.24 2.09
H 0.49 1.04 2.89
H -1.11 -0.56 3.91
H -0.25 -1.91 3.12
H 0.97 0.04 5.07
H 2.06 -2.15 3.32
H 2.57 -2.25 4.99
H 2.93 -0.79 4.05
H -0.72 -1.40 6.15
H -0.03 -2.82 5.39
H 0.90 -1.96 6.63
H -0.89 0.10 -0.87
H 1.24 -0.38 -1.72
H 2.00 -0.58 -0.14
H 0.51 2.33 -0.59
H 1.28 -6.19 -1.63
H 2.62 -7.29 -1.73
H 2.06 -4.85 -3.39
H 3.78 -5.22 -3.01
H 2.79 -6.39 -3.87
N 0.43 -2.81 -4.24
C -0.66 -2.57 -4.96
C -0.73 -1.62 -5.97
C 0.40 -0.87 -6.24
C 1.55 -1.10 -5.49
C 1.51 -2.08 -4.51
H -1.53 -3.18 -4.73
H -1.64 -1.48 -6.53
H 0.39 -0.11 -7.01
H 2.46 -0.54 -5.67
H 2.39 -2.30 -3.91
N -1.32 5.89 -0.27
C 0.01 5.98 -0.37
C 0.67 6.24 -1.56
C -0.08 6.42 -2.71
C -1.46 6.33 -2.62
C -2.03 6.07 -1.38
H 0.56 5.84 0.55
H 1.75 6.31 -1.59
H 0.40 6.63 -3.66
H -2.09 6.47 -3.49
H -3.10 5.99 -1.28
N -5.15 0.46 1.39
C -5.57 1.66 0.99
C -6.66 2.32 1.54
C -7.35 1.70 2.56
C -6.94 0.45 2.99
C -5.83 -0.13 2.38
H -5.00 2.12 0.19
H -6.95 3.29 1.17
H -8.21 2.18 3.02
H -7.45 -0.08 3.78
H -5.48 -1.11 2.69
N 2.74 8.89 -2.71
C 3.93 8.62 -2.19
C 4.76 9.58 -1.63
C 4.33 10.90 -1.62
C 3.09 11.20 -2.16
C 2.34 10.16 -2.69
H 4.24 7.58 -2.21
H 5.72 9.30 -1.22
H 4.95 11.68 -1.19
H 2.72 12.21 -2.18
H 1.36 10.36 -3.13
```

Computed properties:
orbital gap	0.2815	Eh
HOMO level	-10.95	eV
total charge	+1

=====

[5]
DFT (ωB97M-V with the def2-TZVPD basis set) results for AgH16O8 as an isolated structure.

```
25
Properties=species:S:1:pos:R:3
Ag -8.77 2.47 -18.34
O -10.05 6.30 -16.98
H -10.73 6.71 -17.52
H -9.60 7.03 -16.56
O -10.39 4.33 -21.66
H -9.82 4.96 -22.09
H -11.14 4.24 -22.25
O -6.19 5.57 -19.52
H -5.24 5.66 -19.40
H -6.48 6.45 -19.77
O -6.54 0.82 -21.20
H -6.49 -0.09 -21.51
H -5.76 1.24 -21.56
O -9.85 1.33 -14.85
H -9.55 1.74 -14.03
H -9.83 0.39 -14.66
O -12.37 0.59 -19.00
H -12.95 0.26 -19.68
H -12.63 0.13 -18.20
O -8.57 -2.03 -18.16
H -8.16 -2.49 -17.43
H -8.96 -2.73 -18.69
O -5.06 1.94 -16.44
H -4.39 2.63 -16.43
H -4.56 1.12 -16.44
```

Computed properties:
<S²>	0.75
2S+1	2
orbital gap (spin up / spin down)	0.3107 / 0.0762	Eh
HOMO level (spin up / spin down)	-16.81 / -16.42	eV
total charge	+2
relative energy (zero: lowest compared OMol25 entry of this formula, charge and spin)	5.056	eV

=====

[6]
DFT (ωB97M-V with the def2-TZVPD basis set) results for one molecule with the formula C5H7NO.

```
14
Properties=species:S:1:pos:R:3
C -1.64 -1.12 0.63
O -0.16 -1.36 0.34
C 0.48 -0.25 -0.07
C 1.97 -0.07 0.02
C -0.32 0.65 -0.68
C -0.11 2.03 -0.68
N 0.00 3.19 -0.60
H -1.65 -0.71 1.63
H -2.31 -0.46 0.03
H -2.01 -2.13 0.54
H 2.50 -0.73 0.71
H 2.18 0.97 0.28
H 2.40 -0.22 -0.98
H -1.13 0.23 -1.27
```

Computed properties:
orbital gap	0.3425	Eh
HOMO level	-8.74	eV
SMILES	CO/C(C)=C/C#N
relative energy (zero: lowest compared OMol25 entry of this formula, charge and spin)	2.463	eV

=====

Let's list strongest force on any atom in order: 3.374, 3.771, 3.203, 1.425, 0.656, 1.402 eV/A.
Let's list total energy in order: -9459.407, -11668.021, -26657.108, -85740.185, -20616.899, -8833.740 eV.